{
  "formula": "C5H13N2O",
  "method": "ωB97M-V/def2-TZVPD",
  "e_tot_ev": -10418.0442,
  "orbital_gap_ev": [9.387, 9.552],
  "charge": 0,
  "s2": 0.754,
  "multiplicity": 2,
  "e_lumo_ev": [-0.366, -0.518],
  "fmax_ev_per_a": 7.2,
  "de_lowest_kj_mol": 409.2,
  "homo_ev": [-9.754, -10.071],
  "symbols": ["O", "N", "N", "C", "C", "C", "C", "C", "H", "H", "H", "H", "H", "H", "H", "H", "H", "H", "H", "H", "H"],
  "positions_angstrom": [[-2.3499, 0.3153, 0.0133], [2.5041, -1.7272, 1.0599], [-0.2318, 1.3981, -0.9456], [3.0471, -0.7661, 1.9478], [-1.2230, 0.8417, -0.2896], [1.2629, -1.2226, 0.4801], [-2.7951, 2.9474, -2.1522], [0.1097, -2.1880, 0.0807], [-2.8522, 3.8188, -1.5455], [-2.7074, 3.1537, -3.1810], [-3.6044, 2.2450, -2.0821], [-1.8732, 2.4265, -1.8431], [3.5035, 0.0619, 1.4414], [3.8259, -1.1842, 2.5853], [1.5385, -0.6663, -0.4352], [-0.0863, 0.4829, -0.0553], [2.3279, -0.4060, 2.6672], [-0.7778, -1.7182, -0.2611], [0.4905, -2.9113, -0.7156], [-0.1036, -2.7549, 0.9693], [0.8024, -0.4407, 1.1478]]
}